108
Properties=species:S:1:pos:R:3:forces:R:3 method="wB97M-V/def2-TZVPD" orbital_gap_ev=7.35 e_tot_ha=-5100.4705 fmax_ev_per_a=0.66 relative_energy_kj_mol=90.8 spin_multiplicity=1
Zr -0.112 0.426 -0.426 -0.2 -0.5 0.3
I -0.101 0.522 2.625 0.1 0.0 0.0
C -2.183 0.394 2.768 -0.1 0.0 0.0
C -2.737 0.490 4.010 0.0 0.0 0.0
C -4.140 0.435 4.148 0.0 0.0 0.0
C -4.920 0.309 3.038 0.0 0.0 0.0
C -4.349 0.223 1.744 0.0 0.0 0.0
C -5.183 0.131 0.603 0.0 0.0 0.0
C -4.629 0.067 -0.639 0.0 0.0 0.0
C -3.223 0.052 -0.782 0.0 0.0 0.0
C -2.340 0.108 0.275 0.1 0.0 0.1
C -2.937 0.239 1.572 0.0 -0.1 0.0
H -2.114 0.611 4.886 0.0 0.0 0.0
H -4.583 0.503 5.133 0.0 0.0 0.0
H -6.000 0.280 3.126 0.0 0.0 0.0
H -6.257 0.128 0.741 0.0 0.0 0.0
H -5.255 0.025 -1.522 0.0 0.0 0.0
H -2.851 -0.011 -1.799 0.0 0.0 0.0
N 2.133 0.397 -0.445 0.2 0.0 0.1
C 3.198 0.030 -1.294 -0.1 0.1 -0.1
C 2.941 -0.815 -2.370 0.2 -0.1 0.1
C 3.944 -1.207 -3.238 0.0 -0.1 0.1
C 5.243 -0.755 -3.054 0.0 0.0 0.0
C 5.510 0.091 -1.987 0.0 0.0 0.0
C 4.507 0.484 -1.113 0.0 0.0 0.0
H 1.936 -1.186 -2.510 0.0 -0.2 0.0
H 3.701 -1.869 -4.062 0.0 0.0 0.0
H 6.034 -1.057 -3.728 0.0 0.0 0.0
H 6.517 0.456 -1.825 0.0 0.0 0.0
H 4.737 1.143 -0.287 0.0 0.0 0.0
O -0.637 1.988 -1.455 -0.1 0.3 -0.3
O -0.347 2.302 -0.070 0.0 0.4 0.0
C -4.258 1.309 -5.398 0.0 0.0 0.0
C -4.061 -0.028 -5.081 0.0 0.0 0.0
C -2.876 -0.430 -4.486 0.0 0.0 0.0
C -1.879 0.503 -4.218 0.0 0.0 0.0
C -2.078 1.841 -4.526 0.0 0.0 0.0
C -3.270 2.240 -5.118 0.0 0.0 0.0
As -0.256 -0.091 -3.336 0.1 0.0 -0.2
C 0.345 -1.451 -4.586 0.0 0.0 0.0
C -0.141 -2.737 -4.770 0.0 0.0 0.0
C 0.426 -3.555 -5.738 0.0 0.0 0.0
C 1.475 -3.085 -6.516 0.0 0.0 0.0
C 1.960 -1.799 -6.339 0.0 0.0 0.0
C 1.397 -0.970 -5.374 -0.1 0.0 0.0
C 1.825 0.411 -5.084 0.0 0.1 -0.1
C 2.894 1.062 -5.687 -0.1 0.0 0.0
C 3.234 2.344 -5.283 0.0 0.0 0.0
C 2.518 2.981 -4.279 0.0 0.0 0.0
C 1.449 2.341 -3.663 0.0 0.0 0.0
C 1.104 1.066 -4.080 0.0 0.0 0.0
H -5.184 1.626 -5.860 0.0 0.0 0.0
H -4.832 -0.758 -5.294 0.0 0.0 0.0
H -2.736 -1.475 -4.232 0.0 0.0 0.0
H -1.314 2.574 -4.302 0.0 0.0 0.0
H -3.423 3.285 -5.356 0.0 0.0 0.0
H -0.955 -3.119 -4.170 0.0 0.0 0.1
H 0.049 -4.559 -5.883 0.0 0.0 0.0
H 1.917 -3.726 -7.269 0.0 0.0 0.0
H 2.776 -1.444 -6.955 0.0 0.0 0.0
H 3.476 0.570 -6.455 0.0 0.0 0.0
H 4.073 2.846 -5.746 0.0 0.0 0.0
H 2.800 3.975 -3.958 0.0 0.0 0.0
H 0.904 2.817 -2.859 0.0 0.0 0.0
C -1.247 -5.374 -0.898 0.0 0.0 0.0
C -1.523 -3.973 -0.353 0.0 -0.1 0.1
C -2.401 -3.187 -1.322 0.0 0.0 0.0
P -0.056 -2.940 0.190 0.0 0.1 -0.1
C 1.472 -3.864 -0.310 0.0 -0.1 0.0
C 1.569 -4.078 -1.827 0.1 0.1 0.0
C 2.684 -3.115 0.253 0.0 0.0 0.0
C -0.083 -3.252 2.025 0.0 0.0 0.0
C 0.341 -4.657 2.455 0.0 0.0 0.0
C -1.466 -2.936 2.604 0.0 0.0 0.1
H -2.176 -5.949 -0.893 0.0 0.0 0.0
H -0.511 -5.930 -0.319 0.0 0.0 0.0
H -0.904 -5.332 -1.931 0.0 0.0 0.0
H -2.097 -4.094 0.570 0.0 0.0 -0.1
H -1.817 -2.851 -2.183 0.0 0.0 -0.1
H -2.824 -2.301 -0.854 0.0 -0.1 0.0
H -3.219 -3.810 -1.693 0.0 0.0 0.0
H 1.438 -4.848 0.162 0.0 0.0 0.0
H 1.035 -3.318 -2.398 0.0 0.1 0.0
H 1.161 -5.041 -2.120 0.0 0.0 0.0
H 2.611 -4.046 -2.149 0.0 0.0 0.0
H 2.714 -2.082 -0.095 0.0 -0.1 0.0
H 3.606 -3.603 -0.070 0.0 0.0 0.0
H 2.680 -3.098 1.344 0.0 0.0 0.0
H 0.632 -2.534 2.434 0.0 0.0 0.0
H -0.277 -5.421 1.976 0.0 0.0 0.0
H 0.203 -4.763 3.534 0.0 0.0 0.0
H 1.386 -4.874 2.236 0.0 0.0 0.0
H -2.094 -3.830 2.608 0.0 0.0 0.0
H -1.995 -2.166 2.045 0.0 0.1 0.0
H -1.381 -2.597 3.638 0.0 0.0 0.0
C 2.486 1.187 0.584 0.0 -0.1 0.1
C 2.783 1.869 1.539 0.0 0.0 -0.1
C 3.095 2.804 2.580 0.0 0.0 0.0
C 3.419 4.127 2.265 0.0 0.0 0.0
C 3.718 5.035 3.266 0.0 0.0 0.0
C 3.693 4.643 4.598 0.0 0.0 0.0
C 3.372 3.333 4.922 0.0 0.0 0.0
C 3.081 2.419 3.923 0.0 0.0 0.0
H 3.422 4.429 1.226 0.0 0.0 0.0
H 3.967 6.056 3.005 0.0 0.0 0.0
H 3.923 5.356 5.380 0.0 0.0 0.0
H 3.353 3.018 5.958 0.0 0.0 0.0
H 2.845 1.393 4.176 0.0 0.0 0.0

=====

115
Properties=species:S:1:pos:R:3:forces:R:3 method="wB97M-V/def2-TZVPD" orbital_gap_ev=9.99 e_tot_ha=-5511.7954 fmax_ev_per_a=3.10 total_charge=-1 spin_multiplicity=1
As 0.061 0.824 -0.066 -1.1 -1.7 0.9
F 1.512 1.339 -0.710 1.9 0.4 -0.8
F -0.031 2.238 0.883 -0.2 0.9 0.6
F -1.432 0.261 0.568 -0.6 0.0 0.5
F 0.077 -0.632 -1.030 0.5 0.0 0.2
F 0.934 0.072 1.282 -0.3 0.0 -0.7
F -0.790 1.617 -1.343 -0.2 0.1 -0.3
O -2.263 -1.836 -3.138 0.7 0.1 -0.1
C -1.211 -2.295 -3.508 -0.2 -0.9 -0.1
O -0.782 -2.186 -4.773 -0.9 0.8 -0.4
C 0.405 -2.948 -5.066 -2.1 -0.2 0.1
C 0.533 -3.933 -3.902 0.9 1.1 0.1
C -0.283 -3.257 -2.790 0.8 0.9 0.4
H 1.131 -2.198 -5.154 1.7 0.5 0.0
H 0.144 -3.363 -6.034 0.6 -0.4 -0.1
H 1.599 -4.082 -3.702 -0.2 0.1 0.4
H 0.138 -4.882 -4.147 -0.6 -1.0 -0.4
H 0.363 -2.680 -2.085 -0.6 -0.4 -0.4
H -0.959 -3.894 -2.249 0.1 -0.5 0.5
O 3.303 0.352 -3.332 -0.2 0.3 0.1
C 2.210 0.805 -3.529 -0.1 1.0 -0.5
O 1.167 -0.004 -3.835 -0.2 0.0 -0.1
C -0.038 0.723 -4.117 0.7 2.4 1.2
C 0.417 2.221 -4.299 0.6 -0.8 -1.2
C 1.751 2.313 -3.581 -0.6 -2.3 1.0
H -0.762 0.641 -3.321 0.2 -0.2 0.5
H -0.527 0.375 -4.970 -0.2 -0.9 -1.6
H -0.254 2.932 -3.879 -0.8 0.3 0.1
H 0.554 2.447 -5.376 -0.2 -0.1 0.5
H 1.507 2.571 -2.545 0.6 0.0 -0.1
H 2.515 2.950 -3.977 0.3 0.3 -0.3
O 5.803 -4.310 0.260 -0.8 1.1 -0.6
C 5.289 -3.271 -0.090 0.5 -0.1 -0.7
O 4.512 -3.148 -1.235 0.2 -0.3 1.2
C 3.905 -1.836 -1.266 -0.9 -0.2 1.1
C 4.784 -0.903 -0.481 1.1 0.1 -0.1
C 5.411 -1.894 0.534 -0.3 0.6 -1.6
H 2.899 -1.829 -0.766 0.7 -0.5 -0.5
H 3.792 -1.574 -2.272 -0.2 0.3 -1.4
H 4.220 -0.093 -0.039 -0.4 -0.1 0.5
H 5.492 -0.345 -1.114 0.2 -0.7 0.0
H 4.787 -1.881 1.376 -0.5 -0.1 1.5
H 6.414 -1.670 0.826 0.6 0.0 0.3
O -6.654 -1.018 1.449 -0.1 0.0 -1.0
C -5.569 -1.462 1.165 -0.9 -0.3 -0.4
O -4.650 -1.519 2.103 1.5 -0.7 -0.4
C -3.404 -2.139 1.574 -0.7 2.1 -0.6
C -3.773 -2.844 0.245 -0.2 0.9 1.3
C -5.044 -2.081 -0.178 0.5 0.7 0.5
H -3.103 -2.706 2.413 0.9 -0.9 0.4
H -2.734 -1.274 1.380 -0.2 -0.8 0.3
H -4.026 -3.868 0.448 0.0 -0.6 -0.1
H -2.920 -2.762 -0.420 -0.2 -0.1 -0.3
H -5.779 -2.752 -0.625 -0.1 0.4 0.0
H -4.772 -1.238 -0.853 -0.4 -0.6 0.3
O -2.948 6.082 -2.752 -2.3 0.2 -1.7
C -2.103 5.630 -2.075 1.1 1.4 0.9
O -1.326 6.533 -1.400 0.8 -1.6 0.2
C -0.308 5.752 -0.686 -0.2 1.7 -0.8
C -0.224 4.395 -1.375 0.1 -0.4 0.6
C -1.679 4.214 -1.893 0.4 0.2 1.9
H -0.657 5.775 0.325 -0.1 -0.8 0.8
H 0.572 6.396 -0.695 0.3 -0.4 -0.2
H 0.151 3.673 -0.625 -0.6 0.3 -0.7
H 0.489 4.357 -2.196 0.0 0.5 -0.1
H -2.282 3.751 -1.074 0.3 0.3 -0.7
H -1.900 3.721 -2.818 0.3 -0.6 -0.3
O -0.242 -2.628 3.641 0.2 -0.3 0.6
C 0.638 -3.144 3.019 0.1 0.9 -1.6
O 1.713 -3.811 3.558 -1.5 0.6 -1.2
C 2.394 -4.463 2.438 -0.8 -0.2 0.4
C 2.173 -3.575 1.233 -0.9 0.4 0.7
C 0.757 -3.094 1.432 -0.5 -1.0 1.3
H 1.932 -5.465 2.380 0.5 0.3 -0.3
H 3.383 -4.443 2.786 1.5 -0.6 0.0
H 2.307 -3.895 0.242 0.3 -1.5 -1.1
H 2.840 -2.756 1.274 0.7 1.1 0.5
H 0.055 -3.894 1.080 0.3 0.7 0.1
H 0.520 -2.123 0.971 -0.1 -0.5 0.6
O 4.505 -2.143 3.526 -1.5 2.0 0.8
C 3.886 -1.113 3.819 2.0 -2.3 -0.8
O 4.107 0.012 3.097 -0.1 -0.8 0.5
C 3.267 1.056 3.554 -0.9 1.2 -0.2
C 2.246 0.420 4.543 -0.8 0.6 -0.7
C 2.926 -0.879 4.959 0.5 1.1 -0.2
H 2.864 1.539 2.638 -0.3 -0.5 0.6
H 3.852 1.850 4.010 0.4 -0.1 0.4
H 1.318 0.232 3.984 0.2 -0.2 0.1
H 1.946 1.062 5.391 0.4 -0.2 -0.4
H 2.280 -1.724 5.134 -0.1 -0.2 0.1
H 3.544 -0.632 5.837 -0.1 -0.6 -0.1
C -2.537 1.109 5.693 0.0 -1.1 -0.1
C -1.215 0.880 6.295 0.2 -0.6 0.3
N -0.227 0.547 6.789 -0.5 0.5 -0.3
H -3.295 0.532 6.288 0.6 1.0 -0.3
H -2.558 0.599 4.714 0.1 0.5 0.2
H -2.721 2.176 5.568 -0.3 -0.2 0.1
C -4.297 2.045 0.153 1.1 -1.3 -0.4
C -3.849 2.669 1.390 -0.9 -0.7 -1.0
N -3.536 3.144 2.376 0.6 0.6 1.1
H -4.466 2.768 -0.614 0.6 0.7 -0.7
H -5.279 1.596 0.173 -0.2 -0.5 0.9
H -3.526 1.262 -0.157 -1.0 1.2 0.2
C -3.756 0.602 -5.593 -0.5 1.9 -0.1
C -3.698 1.037 -4.195 -0.4 -0.9 -2.2
N -3.625 1.333 -3.106 0.1 0.7 2.1
H -3.257 -0.335 -5.654 0.2 -0.9 -0.3
H -3.215 1.383 -6.164 -0.1 -0.6 0.1
H -4.796 0.604 -5.990 0.7 -0.3 0.5
C 0.193 3.402 3.500 -0.7 0.7 1.1
C 0.118 3.790 4.912 0.4 1.8 2.4
N 0.145 4.188 6.013 -0.2 -1.1 -2.4
H -0.701 3.761 2.993 0.0 0.0 -0.1
H 0.145 2.343 3.560 0.3 -1.1 -0.8
H 1.089 3.824 3.063 0.1 -0.3 -0.2

=====

93
Properties=species:S:1:pos:R:3:forces:R:3 method="wB97M-V/def2-TZVPD" orbital_gap_ev=8.52 e_tot_ha=-1529.2112 fmax_ev_per_a=2.52 relative_energy_kj_mol=218.1 spin_multiplicity=1
C 1.394 -0.916 4.306 0.3 0.9 0.6
C 0.961 0.187 3.299 0.1 -1.7 -0.4
C 0.758 1.522 3.967 0.4 1.1 1.3
C 2.050 2.172 4.399 1.9 -0.4 0.5
C 2.919 2.389 3.174 -0.9 0.9 -0.8
C 3.187 1.092 2.378 0.4 -0.1 0.8
N 1.929 0.335 2.177 -0.7 2.0 0.4
O 2.182 -0.867 1.508 0.1 -0.4 0.0
C 3.706 1.479 0.969 0.3 -1.0 0.4
C 4.235 0.276 3.160 0.7 -0.8 -0.7
C -0.371 -0.246 2.690 -0.2 0.6 -0.9
H 1.991 -1.704 3.855 -0.3 -0.1 -0.2
H 0.529 -1.305 4.842 0.0 -0.2 -0.2
H 2.025 -0.471 5.081 0.0 0.0 0.0
H 0.278 2.272 3.331 -0.2 -0.4 -0.3
H 0.152 1.454 4.876 -0.3 -0.5 -0.3
H 2.693 1.572 5.067 -0.5 -0.7 -0.2
H 1.985 3.027 5.078 -0.6 0.5 -0.7
H 3.826 2.946 3.420 0.3 -0.5 0.0
H 2.417 3.068 2.468 -0.3 0.0 0.2
H 3.044 1.069 0.207 -0.4 0.6 0.0
H 3.828 2.556 0.915 0.1 0.0 -0.4
H 4.629 0.946 0.726 0.3 0.4 0.3
H 5.114 0.851 3.461 -0.1 0.3 -0.2
H 3.903 -0.253 4.048 -0.4 0.2 0.0
H 4.613 -0.493 2.478 0.0 -0.1 0.2
H -1.186 -0.315 3.411 0.2 -0.3 0.2
H -0.283 -1.140 2.074 0.0 -0.2 0.4
H -0.698 0.531 1.996 0.1 0.0 0.0
H 1.794 -0.728 0.634 -0.1 -0.2 0.1
C 2.426 -7.485 -3.817 0.0 -0.1 -1.2
C 1.846 -6.466 -2.827 -0.9 -0.5 0.1
C 2.984 -5.678 -2.164 -0.3 0.7 0.5
C 2.518 -4.369 -1.500 -0.6 -0.4 -1.0
C 1.732 -3.570 -2.526 1.8 1.8 0.3
C 0.531 -4.199 -3.174 0.7 -0.9 0.3
N 0.951 -5.554 -3.581 0.4 0.5 -1.1
O -0.151 -6.219 -4.211 0.7 -0.3 1.0
C -0.616 -4.167 -2.158 -0.3 0.3 -1.0
C 0.260 -3.388 -4.467 -0.3 0.1 1.3
C 1.063 -7.237 -1.767 0.3 0.2 1.1
H 3.358 -7.956 -3.504 0.0 0.2 0.3
H 2.597 -7.017 -4.791 0.3 0.3 0.3
H 1.752 -8.293 -4.116 -0.3 0.0 0.6
H 3.433 -6.220 -1.330 0.1 -0.7 -0.5
H 3.730 -5.481 -2.934 0.1 0.2 0.1
H 3.378 -3.776 -1.193 0.0 -0.1 0.2
H 1.898 -4.567 -0.623 0.1 -0.1 0.1
H 2.473 -3.243 -3.269 -0.1 -0.5 -0.3
H 1.516 -2.590 -2.079 -0.7 -0.2 0.0
H -1.421 -4.759 -2.597 -0.3 0.2 0.4
H -0.386 -4.517 -1.153 0.3 -0.2 -0.1
H -0.890 -3.114 -2.068 -0.4 -0.1 0.1
H 0.128 -2.367 -4.094 0.1 0.2 -0.5
H 1.148 -3.465 -5.086 -0.1 0.1 -0.2
H -0.636 -3.660 -5.019 0.0 -0.3 0.1
H 1.742 -7.857 -1.174 0.0 -0.4 -0.4
H 0.280 -7.870 -2.185 0.0 0.0 0.1
H 0.664 -6.573 -0.994 -0.4 0.1 -0.3
H -0.555 -6.693 -3.465 -0.4 0.0 -0.4
C -5.958 5.184 -0.422 -0.1 0.4 -0.3
C -4.430 5.238 -0.470 -0.6 0.0 0.6
C -4.014 6.075 0.748 0.5 0.8 -0.6
C -2.512 6.135 0.866 0.4 -0.2 0.4
C -1.931 4.740 1.132 -0.7 1.0 -1.1
C -2.479 3.672 0.113 0.6 -0.6 1.6
N -3.884 3.908 -0.229 0.0 0.3 0.9
O -4.362 2.966 -1.158 0.3 -0.2 -0.7
C -1.498 3.487 -1.047 -0.7 1.0 -0.4
C -2.455 2.370 0.952 -0.5 -0.9 -0.2
C -4.053 5.889 -1.816 -0.3 -0.6 0.3
H -6.376 4.871 0.534 0.3 -0.3 0.0
H -6.377 4.596 -1.237 0.0 0.0 0.1
H -6.261 6.226 -0.550 -0.3 -0.1 -0.1
H -4.374 7.102 0.626 -0.2 -0.1 -0.2
H -4.445 5.725 1.689 -0.1 -0.4 -0.2
H -2.251 6.821 1.678 0.2 -0.1 0.0
H -2.044 6.531 -0.039 -0.2 0.1 0.0
H -2.152 4.469 2.164 0.0 -0.2 0.0
H -0.856 4.858 0.987 0.1 -0.5 0.3
H -0.492 3.348 -0.653 0.0 -0.6 -0.1
H -1.889 2.719 -1.713 0.5 -0.3 0.1
H -1.441 4.393 -1.660 0.0 0.1 0.1
H -1.555 2.277 1.557 0.1 0.1 -0.2
H -3.303 2.264 1.637 0.0 0.7 0.1
H -2.559 1.444 0.371 0.4 0.2 -0.4
H -2.986 6.080 -1.895 -0.1 0.1 -0.2
H -4.646 6.791 -1.965 0.3 0.2 0.1
H -4.385 5.199 -2.595 0.3 0.0 -0.1
H -4.629 2.195 -0.643 -0.1 0.2 0.1
O -0.233 -0.505 -0.815 0.2 0.2 0.0
H -0.456 -0.428 -1.750 0.0 0.0 0.1
H -0.071 0.405 -0.529 -0.1 -0.1 0.0

=====

65
Properties=species:S:1:pos:R:3:forces:R:3 method="wB97M-V/def2-TZVPD" orbital_gap_ev=9.06 e_tot_ha=-2403.6954 fmax_ev_per_a=3.85 spin_multiplicity=1
C -2.777 -0.575 -3.101 0.0 1.2 0.2
C -2.530 0.751 -3.961 1.6 -0.7 -1.6
Cl -3.467 2.241 -3.463 1.1 -1.9 -0.6
C -1.608 0.754 -5.038 -2.4 1.7 2.5
Cl -1.421 2.385 -5.879 0.1 -2.1 0.6
B -0.767 -0.534 -5.526 1.8 -0.6 -1.7
O -1.194 -1.305 -6.686 -0.3 -0.5 3.5
B -1.307 -2.682 -6.209 0.1 -0.5 -1.2
O -2.573 -3.324 -6.386 2.0 1.2 1.1
O -0.155 -3.317 -5.592 -2.4 2.8 1.0
B 0.190 -2.383 -4.528 1.4 -0.2 -0.8
C 0.238 -2.763 -2.956 -0.5 -0.3 -0.3
C 1.245 -3.950 -2.574 -1.3 0.4 0.4
N 1.107 -4.232 -1.107 0.7 0.5 -0.2
N 2.637 -3.559 -2.949 -1.2 -1.4 0.2
N 0.803 -5.200 -3.291 0.7 1.1 0.8
O 0.463 -0.997 -4.907 -3.6 -0.9 0.2
H -1.753 -0.935 -2.767 -1.3 0.2 -0.6
H -3.348 -0.316 -2.141 0.7 -0.4 -1.5
H -3.368 -1.355 -3.691 0.9 1.0 0.8
H -3.259 -2.660 -6.178 0.3 -0.4 -0.7
H 0.443 -1.806 -2.364 -0.1 -1.5 -0.6
H -0.821 -3.134 -2.684 1.4 0.5 -0.3
H 1.707 -3.618 -0.541 -0.6 -0.2 -0.3
H 0.132 -4.131 -0.797 0.7 0.1 -0.2
H 2.972 -4.348 -3.527 0.2 0.8 0.6
H 3.200 -3.475 -2.096 -0.1 -0.2 -0.6
H 1.478 -5.926 -2.987 -0.9 0.4 -0.1
H -0.125 -5.410 -2.881 0.9 -0.2 -0.5
C 0.203 4.500 0.776 0.2 -0.1 0.2
C -0.275 3.674 -0.387 -0.1 -0.2 -0.2
O -0.152 2.455 -0.414 -0.1 -0.1 0.0
N -0.858 4.323 -1.430 0.3 -0.2 0.4
C -1.091 5.743 -1.582 -0.1 -0.3 -0.4
H 0.644 3.845 1.528 -0.2 -0.1 -0.2
H 0.964 5.209 0.445 -0.1 0.1 0.0
H -0.637 5.031 1.229 0.1 0.1 0.0
H -1.154 3.705 -2.174 0.0 0.1 0.0
H -2.164 5.906 -1.703 0.1 0.3 0.0
H -0.574 6.083 -2.482 -0.1 0.2 0.1
H -0.735 6.313 -0.726 0.0 -0.2 0.0
C -0.944 0.061 4.247 0.1 0.0 0.2
C -0.667 0.836 2.986 0.1 0.3 -0.5
O 0.006 1.859 2.985 0.0 -0.1 0.3
N -1.194 0.362 1.824 0.1 0.1 0.5
C -2.007 -0.819 1.631 0.1 0.3 -0.3
H -0.463 0.555 5.091 0.0 0.0 -0.2
H -2.019 0.024 4.435 0.1 -0.2 0.0
H -0.539 -0.950 4.161 -0.2 0.0 0.1
H -0.971 0.928 1.015 0.1 0.1 -0.1
H -1.493 -1.480 0.928 -0.2 -0.2 0.0
H -2.963 -0.513 1.200 -0.1 -0.3 0.0
H -2.186 -1.353 2.562 0.0 0.1 -0.1
C 3.212 1.422 8.094 0.0 0.1 0.1
C 2.732 0.102 7.553 -0.2 -0.6 0.0
O 2.446 -0.836 8.285 0.1 0.2 0.0
N 2.620 -0.027 6.202 0.1 0.2 0.5
C 2.908 0.961 5.181 -0.2 -0.5 -0.3
H 3.250 1.375 9.182 -0.1 -0.1 -0.2
H 4.215 1.638 7.721 -0.1 0.2 0.0
H 2.522 2.219 7.805 0.2 0.1 -0.1
H 2.294 -0.937 5.911 0.0 0.1 0.0
H 1.997 1.134 4.604 0.2 0.3 -0.2
H 3.679 0.555 4.522 0.0 0.3 -0.1
H 3.253 1.903 5.602 0.0 -0.1 0.1